{"formula": "C36H62F6MgNO27S2", "method": "ωB97M-V with the def2-TZVPD basis set", "spin_multiplicity": 2, "total_charge": 2, "homo_ev": [-14.236, -14.235], "elements": ["F", "C", "C", "H", "O", "H", "H", "H", "C", "H", "H", "H", "O", "C", "C", "C", "C", "H", "H", "C", "O", "H", "H", "C", "H", "H", "H", "C", "C", "H", "C", "H", "H", "C", "H", "O", "H", "H", "H", "H", "C", "H", "H", "O", "H", "C", "H", "C", "C", "O", "C", "H", "H", "H", "H", "H", "H", "O", "H", "O", "C", "S", "O", "H", "O", "H", "H", "H", "H", "O", "O", "C", "H", "C", "C", "O", "H", "C", "O", "S", "C", "C", "Mg", "O", "O", "F", "H", "C", "O", "H", "H", "F", "H", "H", "H", "H", "O", "H", "O", "C", "H", "H", "C", "O", "C", "C", "O", "H", "O", "H", "N", "O", "C", "H", "H", "O", "H", "O", "H", "F", "H", "C", "H", "O", "O", "F", "C", "H", "H", "C", "C", "F", "C", "H", "H"], "positions_angstrom": [[-19.8382, -7.7266, 7.5948], [-19.0356, -8.4379, 15.3680], [-17.1563, -15.2855, 11.5156], [-19.1281, -14.0172, 6.8996], [-21.5975, -10.4448, 14.9021], [-21.4327, -6.3284, 5.1999], [-18.1256, -9.0471, 11.7306], [-15.3561, -11.0647, 14.3632], [-16.6164, -11.2170, 9.0094], [-18.4019, -9.8828, 16.7841], [-22.3420, -6.4812, 11.8901], [-20.5488, -16.3558, 8.4251], [-23.8823, -8.7838, 13.5104], [-15.7035, -12.0978, 14.3605], [-18.9172, -7.1588, 11.0772], [-20.7473, -7.1026, 5.5446], [-20.3455, -6.7119, 6.8798], [-16.1051, -15.4610, 11.2871], [-21.8952, -4.1767, 11.5309], [-22.9520, -7.3831, 11.9426], [-24.9112, -13.8579, 12.7696], [-19.9439, -5.1573, 9.3568], [-22.0635, -9.1803, 12.9001], [-27.8470, -11.4231, 8.2119], [-24.7845, -13.9944, 14.8158], [-17.6989, -10.3395, 7.3012], [-20.0871, -9.5825, 16.9135], [-29.3312, -11.3658, 8.4983], [-24.5053, -12.8795, 11.8685], [-17.4865, -9.2188, 8.5699], [-25.3282, -9.2848, 9.8930], [-24.5041, -18.1426, 12.2880], [-21.1598, -8.1114, 5.5300], [-20.6227, -15.6162, 9.2224], [-29.4062, -11.3939, 9.5854], [-19.5360, -6.9101, 4.8076], [-20.3837, -15.3711, 5.0534], [-29.7877, -10.5173, 7.9887], [-27.6925, -11.1443, 7.1696], [-20.1833, -14.6532, 8.9623], [-20.8853, -14.5859, 5.6191], [-19.9040, -8.2391, 14.7400], [-24.0523, -16.0076, 11.4286], [-22.0397, -9.1254, 8.7550], [-16.1993, -12.2155, 15.3240], [-23.7325, -16.8253, 10.7826], [-18.5227, -13.5693, 11.6262], [-19.7718, -13.6446, 6.1029], [-24.1525, -12.0668, 13.9398], [-24.1892, -11.7980, 12.5408], [-18.8593, -5.9549, 5.4336], [-29.8452, -12.2910, 8.2375], [-14.8784, -12.8044, 14.2710], [-22.9187, -7.9318, 11.0014], [-24.6124, -11.2233, 14.4546], [-18.2874, -8.6100, 14.5942], [-20.7025, -13.4192, 14.4020], [-24.4303, -12.9875, 10.6136], [-24.5694, -12.0658, 4.5697], [-19.3551, -5.7745, 6.6438], [-17.4613, -13.8168, 11.6089], [-21.6620, -10.4224, 8.1800], [-24.3014, -7.0001, 12.2298], [-21.6830, -3.5326, 9.9451], [-15.7498, -9.6655, 7.5700], [-19.3894, -4.5966, 10.9295], [-18.4688, -7.1042, 10.0852], [-23.2539, -12.3953, 3.4064], [-23.9651, -19.0483, 10.9408], [-23.2512, -13.1254, 6.4834], [-19.4729, -10.8940, 15.4158], [-25.0478, -13.3064, 14.0124], [-26.1891, -8.6589, 10.1282], [-24.8524, -8.0285, 13.0186], [-16.6730, -12.1910, 13.1566], [-26.0695, -8.2866, 13.0902], [-23.1728, -12.2275, 14.3899], [-19.2897, -9.6980, 16.1794], [-19.8712, -11.5255, 10.0188], [-21.3070, -11.5846, 10.1769], [-25.8214, -10.4153, 9.0291], [-22.0818, -15.5866, 9.5235], [-23.6587, -12.8803, 8.4995], [-27.1594, -10.4065, 8.9778], [-13.5300, -9.9318, 8.3377], [-16.9010, -12.3798, 8.4668], [-18.9174, -7.5162, 15.9378], [-20.5863, -11.1358, 14.7892], [-22.3916, -16.5566, 10.3729], [-27.4050, -12.3980, 8.4175], [-21.4949, -12.4844, 13.2982], [-22.0248, -7.6359, 14.1143], [-19.7193, -12.5246, 13.3571], [-21.3601, -15.1558, 6.4178], [-24.5358, -13.6000, 3.8924], [-17.1236, -11.1347, 9.9707], [-16.7970, -13.3965, 12.7641], [-19.2103, -13.3578, 5.2137], [-21.8760, -10.6434, 11.1395], [-23.7361, -18.1502, 11.5145], [-24.8875, -9.6276, 10.8292], [-22.4068, -5.0703, 10.2064], [-22.6263, -8.2816, 13.1524], [-21.8484, -13.9252, 4.8223], [-23.8569, -12.8102, 4.2141], [-21.5710, -4.4480, 10.5262], [-20.1994, -6.5067, 10.9480], [-24.5846, -8.7505, 9.3017], [-20.4082, -10.5012, 7.4453], [-20.1016, -16.0474, 10.0772], [-22.2506, -11.8560, 8.9643], [-22.8238, -14.6926, 9.0253], [-20.1546, -5.1872, 10.4258], [-18.2895, -6.6700, 11.8222], [-20.3035, -12.7610, 6.4559], [-25.0280, -11.2210, 8.4908], [-19.5205, -9.1826, 10.6222], [-17.8738, -5.3866, 4.9087], [-16.9619, -13.3180, 10.7782], [-21.4369, -13.0442, 10.8728], [-17.6322, -15.7230, 10.6380], [-22.8655, -13.2532, 5.3009], [-17.4300, -15.9050, 12.3697], [-15.3085, -11.0125, 9.2361], [-17.2630, -11.2244, 12.6712], [-26.3720, -13.0115, 14.1730], [-16.9911, -10.0576, 8.0808], [-21.2332, -6.3046, 7.3636], [-24.3616, -16.8321, 9.8926], [-20.6262, -12.4284, 13.9541], [-14.7682, -10.1556, 8.3454], [-22.7299, -10.6110, 6.9684], [-19.0927, -8.6260, 11.4561], [-19.7599, -8.7604, 12.3074], [-22.7935, -18.3334, 12.0303]], "forces_ev_per_angstrom": [[0.65, -0.70, 0.97], [-1.25, -0.38, -1.45], [-0.02, -0.93, -0.93], [-0.11, -0.25, -0.26], [1.09, -0.42, -0.33], [-0.47, -0.39, -0.25], [0.03, -0.05, -0.07], [0.30, -0.12, -0.04], [-2.36, 2.87, 1.35], [0.04, -0.34, -0.16], [-0.16, -0.29, 0.24], [0.41, 0.11, -0.29], [-0.12, 0.01, 0.93], [-0.48, 0.82, -0.81], [-0.65, -1.89, 0.29], [-0.20, -0.16, -1.54], [-1.08, 0.76, 0.50], [0.15, 0.24, 0.40], [0.68, -0.02, 0.32], [-0.36, 0.14, 0.88], [0.70, -0.40, -3.29], [0.56, -0.70, -0.38], [0.24, 0.25, 0.00], [-0.17, -0.12, -1.15], [0.10, -0.20, -0.32], [0.40, -0.29, -0.23], [-0.33, 0.04, -0.37], [0.50, -0.48, 0.78], [0.06, -0.62, -1.83], [0.26, 0.08, 0.45], [-0.55, 0.12, -0.53], [-0.03, 0.19, 0.05], [0.24, 0.09, -0.50], [0.06, -0.51, 0.33], [-0.46, 0.74, 0.09], [-0.73, -0.94, -0.59], [-0.56, 0.20, -0.76], [-0.14, -0.04, 0.50], [0.28, -0.34, -0.12], [-0.34, -0.12, -0.17], [1.68, -1.27, 1.56], [-0.42, 0.00, 0.21], [0.00, -0.02, 0.00], [0.69, -2.90, -0.29], [-0.28, -0.35, -0.19], [-0.83, -0.14, -0.03], [-0.02, 0.07, 0.07], [-1.39, 0.57, -0.54], [-1.65, 0.04, 1.23], [0.85, 0.21, -0.94], [5.29, 1.69, -4.18], [0.22, 0.04, -0.58], [-0.15, 0.09, 0.00], [0.12, -0.11, -0.02], [0.04, -0.02, -0.11], [0.72, 0.09, 0.53], [0.28, 0.36, 1.23], [-0.48, -0.13, 3.93], [0.51, 0.24, 0.36], [-0.07, 1.30, 2.19], [0.27, -0.22, -0.88], [-1.58, 2.69, -5.50], [-0.83, -1.20, 0.74], [0.80, -0.10, -0.20], [1.20, 0.71, -0.59], [0.44, -0.26, 0.04], [0.31, 0.53, -0.24], [-0.43, -0.21, -0.35], [0.20, 0.32, -0.49], [1.54, -0.66, -0.42], [1.28, -0.32, -0.43], [0.00, 0.81, 1.61], [0.28, 0.15, 0.06], [-4.40, 0.26, -1.56], [0.06, 3.00, 1.46], [4.63, 1.24, 0.01], [0.08, 0.05, -0.70], [0.55, 0.78, 1.25], [-1.51, 0.31, -1.02], [1.63, -1.74, 7.49], [0.25, -0.45, 0.51], [-0.46, 1.75, 0.03], [-3.12, -2.02, -0.78], [1.60, -0.50, -0.07], [-5.66, -0.51, -0.47], [-0.04, -2.22, -1.06], [0.48, -0.39, 0.25], [-2.73, -0.53, 0.14], [0.58, 1.13, -1.35], [0.01, 0.07, 0.06], [0.21, 0.84, -0.15], [0.49, 1.32, 1.75], [0.02, 0.31, -0.18], [-0.37, 0.48, 0.26], [0.67, -0.51, -0.16], [-0.21, -0.29, 0.08], [0.47, -2.09, 0.82], [0.31, 0.07, 0.27], [0.69, -1.47, -1.63], [-0.31, -0.42, 0.63], [0.08, -0.33, -0.18], [0.31, -0.38, -0.41], [0.13, -1.76, -2.84], [-0.39, 0.80, -0.20], [0.87, 0.65, 0.22], [-0.06, -0.90, 0.42], [1.05, 0.71, -0.59], [0.06, 0.11, 0.20], [-1.81, -0.47, 1.95], [0.04, 0.06, -0.07], [5.22, 5.09, -0.57], [0.35, -2.23, 1.07], [-2.85, 1.91, 0.68], [-0.06, 0.75, -0.01], [0.41, 0.25, 0.26], [-1.72, 0.22, 0.26], [0.15, -0.01, 0.01], [-3.99, -1.88, 2.74], [-0.44, 0.11, -0.23], [-0.44, 0.80, -0.39], [-0.38, 0.07, -0.05], [-3.16, -0.61, 0.34], [-0.09, 0.36, 0.15], [1.87, -0.65, 0.58], [0.51, -0.94, 0.16], [0.08, 0.33, 0.05], [-1.01, -0.32, -0.06], [0.40, 0.31, 0.77], [-0.10, 0.00, 0.05], [0.50, -0.20, -0.56], [5.40, 0.61, -0.02], [0.64, 0.40, 1.05], [-0.40, 0.40, -0.18], [0.05, 0.14, 0.11], [0.06, 0.19, -0.05]]}